Entry 1:
# C7H12O4

One molecule with the formula C7H12O4 (ωB97M-V/def2-TZVPD, the OMol25 dataset).

Element x y z (Å)
1 O 2.92 -0.77 -0.77
2 O 1.33 -0.09 -2.08
3 O -1.97 1.04 0.46
4 O -3.73 0.26 1.44
5 C -3.16 -0.98 -0.42
6 C 1.73 1.31 -0.25
7 C -0.72 0.48 -0.06
8 C 2.66 -1.40 0.48
9 C -2.98 0.15 0.57
10 C 1.92 0.11 -1.12
11 C 0.37 1.38 0.49
12 H 1.71 -1.94 0.47
13 H -3.84 -1.70 0.00
14 H -2.24 -1.52 -0.65
15 H -0.79 0.50 -1.14
16 H 0.46 1.19 1.56
17 H 0.00 2.40 0.40
18 H 2.73 -0.70 1.31
19 H -0.62 -0.51 0.36
20 H 1.86 2.22 -0.81
21 H -3.59 -0.64 -1.36
22 H 2.52 1.34 0.50
23 H 3.44 -2.14 0.63

## Properties
- HOMO energy: -10.28 eV
- SMILES string: COC(=O)CCCOC(C)=O
- Largest force on an atom: 5.2 eV Å⁻¹
- LUMO: 0.61 eV
- Orbital gap: 10.89 eV
- Energy above the lowest of the compared OMol25 structures with the same formula, charge and spin: 0.00 kJ/mol

Results of the natural (NBO) charge analysis, in e, for atoms 1 through 6: number 1, O, carries -0.535; number 2, O, carries -0.527; number 3, O, carries -0.523; number 4, O, carries -0.544; number 5, C, carries -0.746; number 6, C, carries -0.534

---

Entry 2:
# C7H12O6P

C7H12O6P as an isolated structure (ωB97M-V/def2-TZVPD, the OMol25 dataset).

Element x y z (Å)
1 P 0.58 0.29 -0.36
2 O 0.80 -3.47 -1.58
3 O 1.85 0.95 -0.71
4 O -0.45 -2.20 1.09
5 O 0.06 0.80 1.15
6 O -0.74 0.81 -1.08
7 O 0.80 -1.23 -1.98
8 C -2.70 -0.37 -1.82
9 C 0.97 1.40 2.03
10 C 0.74 -2.33 -1.26
11 C 0.58 -1.83 0.18
12 C 0.88 -2.41 1.47
13 C 1.10 2.97 1.77
14 C -1.39 0.34 -2.19
15 H -3.33 0.38 -1.24
16 H 1.27 -1.75 2.31
17 H 1.27 -3.43 1.69
18 H 0.56 1.08 2.98
19 H 1.84 3.11 0.96
20 H -2.42 -1.16 -1.05
21 H -1.70 1.16 -2.82
22 H -0.69 -0.38 -2.70
23 H 1.96 1.12 1.73
24 H -3.27 -0.65 -2.65
25 H 1.36 3.49 2.71
26 H 0.07 3.30 1.37

## Properties
- HOMO energy: -4.83 eV
- Largest force on an atom: 3.8 eV Å⁻¹
- LUMO: 3.62 eV
- Total charge: -1
- Orbital gap: 8.45 eV
- Energy above the lowest of the compared OMol25 structures with the same formula, charge and spin: 0.00 kJ/mol

Results of the natural (NBO) charge analysis, in e, for atoms 1 through 6: number 1, P, carries 2.276; number 2, O, carries -0.662; number 3, O, carries -1.140; number 4, O, carries -0.490; number 5, O, carries -0.827; number 6, O, carries -0.813

---

Entry 3:
# C7H12P2

One molecule with the formula C7H12P2 (ωB97M-V/def2-TZVPD, the OMol25 dataset).

Element x y z (Å)
1 P 2.14 -0.68 -0.58
2 P 1.95 1.41 -0.03
3 C -0.35 2.87 0.04
4 C -0.61 -2.20 -0.62
5 C 0.25 1.51 -0.15
6 C -2.09 0.44 -0.35
7 C -0.01 -0.86 -0.47
8 C -0.58 0.35 -0.36
9 C 2.55 -1.43 1.08
10 H 0.15 -2.97 -0.52
11 H -0.85 3.20 -0.88
12 H 3.48 -0.99 1.43
13 H -2.44 1.46 -0.28
14 H 2.71 -2.50 0.94
15 H -1.10 -2.32 -1.59
16 H 0.43 3.59 0.28
17 H -2.48 -0.13 0.50
18 H -1.08 2.88 0.85
19 H -2.50 -0.01 -1.26
20 H 1.77 -1.26 1.81
21 H -1.36 -2.35 0.16

## Properties
- HOMO energy: -7.87 eV
- SMILES string: CC1=P#P(C)C(C)=C1C
- Largest force on an atom: 3.9 eV Å⁻¹
- LUMO: 0.04 eV
- Orbital gap: 7.90 eV
- Energy above the lowest of the compared OMol25 structures with the same formula, charge and spin: 0.00 kJ/mol

Results of the natural (NBO) charge analysis, in e, for atoms 1 through 6: number 1, P, carries 0.416; number 2, P, carries 0.292; number 3, C, carries -0.657; number 4, C, carries -0.688; number 5, C, carries -0.301; number 6, C, carries -0.640

---

Entry 4:
# C7H12S

One molecule with the formula C7H12S (ωB97M-V/def2-TZVPD, the OMol25 dataset).

Element x y z (Å)
1 S -0.47 1.35 -1.68
2 C -0.56 1.50 0.49
3 C 0.60 -1.02 -0.82
4 C -0.49 0.21 1.29
5 C 0.91 -0.43 1.50
6 C 1.27 -1.49 0.43
7 C 0.81 0.23 -1.21
8 C -1.65 0.46 -2.43
9 H 2.35 -1.57 0.34
10 H 0.88 -2.47 0.72
11 H 0.94 -0.90 2.49
12 H -1.15 -0.54 0.83
13 H -1.52 1.98 0.59
14 H -1.89 -0.53 -2.11
15 H 1.66 0.36 1.49
16 H 0.25 2.19 0.70
17 H -0.92 0.43 2.27
18 H -0.23 -1.60 -1.21
19 H -2.44 1.05 -2.84
20 H 1.65 0.79 -0.82

## Properties
- HOMO energy: -7.22 eV
- Largest force on an atom: 1.4 eV Å⁻¹
- LUMO: 0.81 eV
- Orbital gap: 8.03 eV
- Energy above the lowest of the compared OMol25 structures with the same formula, charge and spin: 438.14 kJ/mol

Results of the natural (NBO) charge analysis, in e, for atoms 1 through 6: number 1, S, carries 0.784; number 2, C, carries -0.496; number 3, C, carries -0.187; number 4, C, carries -0.454; number 5, C, carries -0.386; number 6, C, carries -0.440